(1)
The following is a quantum chemistry calculation of C56H59GeN2OPS3SnTe as an isolated structure, from the OMol25 dataset.

The value obtained for the energy relative to the best compared isomer or geometry (same formula, charge and spin) is 19.1 kcal per mole. As for the electronic energy: -175491.602 eV. As for the HOMO energy: -0.2777 Ha. As for the largest force on an atom: 1.0 eV/A. For the lowest unoccupied orbital energy, the calculation gives 0.0714 eV. As for the frontier orbital gap: 7.63 eV. As for the charge: 0.

Element x y z (Å)
Sn1 0.911 0.148 0.646
C1 1.884 1.881 5.005
C2 1.193 1.836 3.669
N1 1.164 0.763 2.964
N2 1.864 -0.342 3.469
C3 2.852 -0.679 2.734
S1 3.369 0.172 1.263
S2 3.694 -2.166 3.217
C4 5.391 -1.529 3.073
C5 5.624 -0.326 3.943
C6 5.923 0.900 3.363
C7 6.110 2.029 4.151
C8 5.998 1.940 5.528
C9 5.696 0.717 6.116
C10 5.506 -0.406 5.329
C11 0.647 3.090 3.125
C12 0.577 4.212 3.966
C13 0.295 5.474 3.498
C14 0.130 5.655 2.125
C15 0.175 4.576 1.274
C16 0.359 3.261 1.747
O1 0.223 2.270 0.893
H1 2.335 0.925 5.252
H2 1.169 2.143 5.786
H3 2.660 2.648 4.992
H4 5.574 -1.290 2.025
H5 6.030 -2.371 3.341
H6 5.994 0.973 2.286
H7 6.339 2.978 3.684
H8 6.143 2.817 6.144
H9 5.603 0.641 7.191
H10 5.246 -1.352 5.786
H11 0.759 4.082 5.023
H12 0.232 6.311 4.179
H13 -0.037 6.646 1.723
H14 0.040 4.705 0.207
C17 1.666 -3.190 -2.627
P1 1.900 -2.769 -0.854
C18 3.618 -3.345 -0.580
C19 3.974 -4.320 0.345
C20 5.309 -4.639 0.556
C21 6.306 -3.986 -0.150
C22 5.963 -2.997 -1.064
C23 4.632 -2.676 -1.268
C24 0.914 -4.056 0.005
C25 0.206 -3.694 1.147
C26 -0.558 -4.625 1.840
C27 -0.624 -5.934 1.394
C28 0.088 -6.313 0.262
C29 0.851 -5.382 -0.422
H15 1.593 -4.261 -2.804
H16 2.517 -2.801 -3.185
H17 0.764 -2.703 -2.996
H18 3.211 -4.832 0.916
H19 5.567 -5.401 1.280
H20 7.345 -4.237 0.015
H21 6.734 -2.471 -1.611
H22 4.379 -1.878 -1.957
H23 0.245 -2.671 1.506
H24 -1.100 -4.321 2.725
H25 -1.219 -6.661 1.929
H26 0.051 -7.337 -0.084
H27 1.411 -5.700 -1.292
Te1 0.656 2.037 -1.753
C30 1.007 1.061 -3.586
C31 0.332 1.147 -4.771
C32 0.887 0.323 -5.785
C33 1.979 -0.369 -5.355
S3 2.322 -0.034 -3.717
H28 -0.537 1.772 -4.919
H29 0.493 0.257 -6.788
H30 2.595 -1.052 -5.914
C34 -3.865 6.486 -0.198
C35 -4.198 5.508 -1.319
C36 -4.184 4.046 -0.872
C37 -2.861 3.631 -0.225
Ge1 -2.646 1.689 -0.132
C38 -2.507 0.921 1.660
C39 -3.733 1.277 2.526
C40 -4.697 0.110 2.739
C41 -5.346 -0.402 1.460
H31 -4.053 7.516 -0.502
H32 -2.820 6.412 0.101
H33 -4.473 6.284 0.686
H34 -3.482 5.631 -2.138
H35 -5.183 5.747 -1.729
H36 -4.393 3.406 -1.734
H37 -5.005 3.878 -0.166
H38 -2.752 4.063 0.771
H39 -2.023 4.011 -0.817
H40 -3.902 1.072 -0.797
H41 -1.595 1.289 2.124
H42 -2.403 -0.164 1.569
H43 -4.291 2.118 2.097
H44 -3.384 1.623 3.501
H45 -5.478 0.423 3.437
H46 -4.154 -0.706 3.225
H47 -5.848 0.406 0.926
H48 -6.087 -1.172 1.678
H49 -4.612 -0.833 0.777
C42 -1.293 1.183 -1.504
C43 -1.748 0.375 -2.402
C44 -2.338 -0.452 -3.236
C45 -3.166 0.091 -4.343
C46 -3.112 1.452 -4.656
C47 -3.903 1.986 -5.657
C48 -4.774 1.171 -6.369
C49 -4.846 -0.177 -6.060
C50 -4.052 -0.714 -5.056
C51 -2.209 -1.918 -3.001
C52 -2.383 -2.435 -1.719
C53 -2.253 -3.795 -1.482
C54 -1.964 -4.657 -2.529
C55 -1.777 -4.149 -3.808
C56 -1.887 -2.787 -4.041
H50 -2.444 2.098 -4.099
H51 -3.843 3.043 -5.880
H52 -5.393 1.585 -7.152
H53 -5.530 -0.820 -6.598
H54 -4.139 -1.764 -4.816
H55 -2.618 -1.758 -0.906
H56 -2.382 -4.181 -0.479
H57 -1.869 -5.719 -2.347
H58 -1.528 -4.814 -4.624
H59 -1.723 -2.391 -5.034


(2)
The following is a quantum chemistry calculation of a 13-piece molecular cluster, C46H62Br6F30O20 overall, from the OMol25 dataset.

As for the electronic energy: -591439.031 eV. As for the HOMO energy: -0.3740 Ha. As for the largest force on an atom: 4.6 eV/A. For the lowest unoccupied orbital energy, the calculation gives 0.3763 eV. As for the frontier orbital gap: 10.55 eV. As for the charge: 0.

Element x y z (Å)
C1 -4.272 -1.572 5.629
C2 -2.936 -0.898 5.348
O1 -2.485 -0.166 6.528
C3 -1.705 -0.801 7.452
O2 -1.210 -1.878 7.363
C4 -1.714 0.089 8.709
F1 -0.770 -0.408 9.545
F2 -1.539 1.407 8.552
F3 -2.921 -0.059 9.251
H1 -5.019 -0.771 5.682
H2 -4.322 -2.209 6.485
H3 -4.562 -2.096 4.736
H4 -3.061 -0.143 4.567
H5 -2.108 -1.514 5.045
C5 0.973 -5.296 -0.438
C6 0.876 -4.324 -1.560
O3 2.277 -3.810 -1.886
C7 2.407 -2.996 -2.927
O4 1.546 -2.617 -3.670
C8 3.864 -2.709 -3.327
F4 4.611 -3.689 -2.871
F5 4.001 -2.662 -4.675
F6 4.271 -1.549 -2.779
H6 -0.037 -5.590 -0.194
H7 1.397 -4.910 0.525
H8 1.500 -6.181 -0.807
H9 0.255 -3.538 -1.227
H10 0.520 -4.801 -2.460
C9 -2.494 -4.378 1.078
C10 -3.053 -4.118 -0.286
O5 -4.461 -4.599 -0.217
C11 -5.076 -4.621 -1.361
O6 -4.644 -4.405 -2.473
C12 -6.579 -4.869 -1.216
F7 -6.875 -5.541 -0.124
F8 -7.193 -3.712 -1.152
F9 -7.029 -5.537 -2.260
H11 -2.417 -5.448 1.251
H12 -3.158 -3.929 1.800
H13 -1.487 -3.957 1.246
H14 -2.612 -4.754 -1.086
H15 -3.058 -3.096 -0.634
C13 -1.816 -2.831 -3.655
C14 -2.938 -2.021 -4.237
O7 -2.852 -0.556 -4.035
C15 -3.339 0.000 -2.936
O8 -3.838 -0.560 -1.982
C16 -3.050 1.482 -2.901
F10 -2.066 1.810 -3.738
F11 -4.199 2.069 -3.282
F12 -2.781 1.900 -1.661
H16 -2.084 -3.764 -4.137
H17 -1.784 -2.929 -2.588
H18 -0.828 -2.500 -3.989
H19 -3.782 -2.447 -3.754
H20 -2.974 -2.102 -5.315
C17 6.017 1.577 -9.726
C18 4.887 0.747 -9.097
O9 4.667 1.104 -7.689
C19 5.251 0.414 -6.699
O10 5.856 -0.609 -6.720
C20 4.760 1.116 -5.343
F13 4.921 2.415 -5.367
F14 3.431 0.869 -5.288
F15 5.484 0.606 -4.325
H21 7.017 1.445 -9.321
H22 5.627 2.594 -9.708
H23 6.044 1.298 -10.810
H24 5.092 -0.305 -8.959
H25 3.907 0.963 -9.544
C21 0.177 3.022 -5.070
C22 -0.364 4.401 -4.723
O11 -0.442 5.182 -5.991
C23 -1.289 6.216 -6.031
O12 -1.722 6.810 -5.084
C24 -1.187 7.007 -7.331
F16 -0.947 6.116 -8.302
F17 -2.397 7.586 -7.557
F18 -0.224 7.885 -7.280
H26 -0.064 2.399 -4.156
H27 1.227 3.059 -5.345
H28 -0.389 2.555 -5.866
H29 0.326 4.935 -4.073
H30 -1.390 4.506 -4.266
C25 -1.490 2.677 4.921
C26 -1.515 3.892 4.054
O13 -0.848 3.555 2.805
C27 -1.083 4.430 1.844
O14 -1.741 5.414 1.843
C28 -0.275 4.026 0.564
F19 0.984 4.500 0.665
F20 -0.155 2.712 0.381
F21 -0.934 4.536 -0.492
H31 -2.208 1.905 4.634
H32 -1.593 2.865 5.984
H33 -0.530 2.203 4.826
H34 -1.013 4.799 4.402
H35 -2.497 4.166 3.781
C29 4.463 -2.824 7.915
C30 3.004 -2.686 8.327
O15 2.343 -1.576 7.772
C31 1.715 -1.607 6.674
O16 1.470 -2.606 6.094
C32 1.342 -0.198 6.256
F22 0.263 -0.171 5.555
F23 1.224 0.616 7.324
F24 2.371 0.206 5.518
H36 4.470 -2.926 6.849
H37 4.848 -3.623 8.532
H38 4.999 -1.933 8.198
H39 2.784 -2.553 9.393
H40 2.388 -3.499 7.891
C33 0.263 -0.074 -2.035
C34 1.422 0.224 -1.128
O17 1.090 0.138 0.347
C35 0.965 -1.004 0.930
O18 1.133 -2.095 0.360
C36 0.517 -0.920 2.414
F25 -0.901 -1.009 2.525
F26 0.969 -1.887 3.221
F27 0.835 0.243 2.910
H41 -0.472 0.717 -1.871
H42 -0.155 -1.076 -1.894
H43 0.586 0.036 -3.078
H44 1.818 1.269 -1.122
H45 2.299 -0.457 -1.243
C37 -0.715 7.628 -1.239
C38 0.294 7.469 -2.369
O19 1.140 6.267 -2.290
C39 2.238 6.201 -1.597
O20 2.744 7.013 -0.962
C40 2.787 4.763 -1.921
F28 1.778 3.819 -1.940
F29 3.363 4.705 -3.134
F30 3.672 4.412 -1.045
H46 -1.565 6.945 -1.420
H47 -1.145 8.605 -1.334
H48 -0.203 7.502 -0.295
H49 1.090 8.221 -2.316
H50 -0.125 7.466 -3.387
Br1 -4.510 3.227 1.796
C41 -4.940 1.418 2.267
C42 -4.213 0.524 1.315
Br2 -4.407 -1.322 1.857
H51 -6.052 1.314 2.154
H52 -4.631 1.325 3.325
H53 -3.148 0.714 1.346
H54 -4.572 0.390 0.312
Br3 1.373 -5.246 3.693
C43 -0.535 -4.943 3.805
C44 -0.781 -5.113 5.310
Br4 -2.549 -4.631 5.757
H55 -1.026 -5.613 3.170
H56 -0.617 -3.913 3.480
H57 -0.207 -4.420 5.887
H58 -0.604 -6.158 5.657
Br5 5.187 -5.008 0.282
C45 4.463 -3.642 1.433
C46 4.815 -2.348 0.658
Br6 4.209 -0.675 1.612
H59 5.037 -3.649 2.315
H60 3.366 -3.841 1.410
H61 4.301 -2.385 -0.279
H62 5.890 -2.230 0.556


Question: Which value of HOMO does entry 2 give?
Answer: -0.3740 Ha


Question: What is the charge in the first record?
Answer: 0


Question: HOMO of number 1 (C56H59GeN2OPS3SnTe)?
Answer: -0.2777 Ha